# 1
Entry from OMol25: a 13-piece molecular cluster, C7H36Cl2NO14P overall in a non-equilibrium geometry (ωB97M-V/def2-TZVPD).

```
61
C7H36Cl2NO14P ωB97M-V/def2-TZVPD
C -1.843 0.811 -1.307
C -1.377 -0.648 -1.137
C -0.491 -0.886 0.096
Cl -1.117 -0.056 1.552
C 1.004 -0.580 -0.236
C 1.357 0.289 -1.448
N 2.836 0.228 -1.383
C 3.252 0.063 -0.046
O 4.352 0.101 0.273
C 2.009 -0.181 0.859
P 1.921 1.466 1.787
O 1.248 1.051 3.250
Cl 0.563 2.774 0.901
H -1.078 1.450 -0.870
H -2.768 1.016 -0.787
H -1.885 1.032 -2.365
H -2.275 -1.244 -0.968
H -0.889 -1.035 -2.024
H -0.560 -1.945 0.286
H 1.389 -1.582 -0.532
H 1.038 -0.190 -2.366
H 0.957 1.295 -1.406
H 3.109 -0.538 -1.997
H 2.205 -0.939 1.620
H 1.473 0.122 3.426
O 0.695 -3.677 -0.584
H 0.600 -4.577 -0.249
H 1.506 -3.713 -1.106
O -3.049 -0.052 -4.098
H -3.231 0.343 -4.963
H -3.732 -0.725 -4.002
O 3.492 3.395 -0.904
H 3.316 2.462 -1.083
H 4.110 3.652 -1.598
O -1.962 -0.156 5.090
H -1.464 0.117 4.311
H -2.869 0.112 4.898
O 4.928 -1.052 -2.869
H 5.742 -1.509 -3.106
H 5.184 -0.484 -2.130
O 0.061 -1.143 7.560
H -0.590 -0.620 7.075
H -0.233 -2.053 7.442
O 1.748 -2.781 3.045
H 1.037 -3.038 3.646
H 1.468 -3.127 2.189
O 3.521 1.631 -4.005
H 3.330 2.572 -4.096
H 3.250 1.415 -3.101
O -3.625 2.259 2.665
H -2.834 1.771 2.409
H -3.330 2.833 3.381
O -4.655 1.183 -6.072
H -5.146 1.659 -5.394
H -5.308 1.025 -6.764
O 0.006 -3.812 9.462
H 0.931 -3.649 9.243
H -0.157 -3.246 10.225
O -5.971 3.449 -7.404
H -5.049 3.621 -7.625
H -6.151 4.042 -6.665
```

Computed properties:
* spin multiplicity: 1
* LUMO: -0.24 eV
* E_tot: -72332.824 eV
* HOMO-LUMO gap: 8.293 eV

---

# 2
Entry from OMol25: a 14-piece molecular cluster, C7H39NO13 overall in a non-equilibrium geometry (ωB97M-V/def2-TZVPD).

```
60
C7H39NO13 ωB97M-V/def2-TZVPD
C -1.898 0.489 2.867
C -0.764 0.886 3.862
C 0.128 1.843 3.184
C -0.228 3.051 2.641
C 1.730 0.918 1.576
C 1.523 1.240 2.831
C 2.414 1.134 3.971
N -1.644 0.332 1.452
H -2.364 -0.409 3.191
H -2.833 0.958 2.864
H -0.170 0.062 4.333
H -1.277 1.289 4.814
H 0.496 3.527 2.057
H -1.136 3.555 2.825
H 2.707 0.649 1.125
H 1.056 1.165 0.779
H 3.036 2.103 4.096
H 1.902 0.918 4.984
H 3.371 0.449 3.876
H -1.044 -0.545 1.411
H -1.145 1.197 1.174
H -1.897 3.476 -0.649
H -2.802 2.389 -1.012
O -2.619 3.022 -0.362
H 3.347 -2.809 2.705
H 1.840 -2.376 2.454
O 2.777 -2.106 2.150
H -3.981 0.680 -3.379
H -3.251 0.553 -2.239
O -3.186 0.953 -3.106
H -1.558 -4.918 -0.936
H -0.283 -4.821 -1.634
O -0.618 -5.144 -0.826
H 2.391 -3.561 -0.400
H 3.325 -2.538 0.480
O 3.100 -2.918 -0.451
H 3.549 3.308 -0.449
H 3.134 2.395 -1.659
O 2.844 3.097 -1.103
H 1.134 3.250 -2.047
H 0.661 4.525 -2.737
O 0.343 3.632 -2.473
H -0.306 -3.974 1.313
H 0.063 -3.343 -0.011
O -0.252 -3.148 0.782
H -0.640 0.249 -2.500
H -1.321 -0.877 -1.649
O -0.429 -0.570 -1.898
H -3.692 1.209 -0.074
H -3.799 -0.172 0.527
O -4.046 0.365 -0.262
H 0.342 -3.252 -3.377
H -0.312 -2.144 -2.455
O -0.290 -3.114 -2.598
H -0.857 1.814 -3.976
H -1.850 0.842 -4.721
O -0.914 0.857 -4.425
H 1.739 -1.805 -2.563
H 3.037 -2.714 -2.184
O 2.474 -2.426 -2.943
```

Computed properties:
* spin multiplicity: 1
* relative energy (zero: lowest compared OMol25 entry of this formula, charge and spin): 145.5 kcal per mole
* LUMO: 0.11 eV
* E_tot: -35995.860 eV
* HOMO-LUMO gap: 9.315 eV

---

# 3
Entry from OMol25: C7H3Cl21IO5PS as an isolated structure in a non-equilibrium geometry (ωB97M-V/def2-TZVPD).

```
39
C7H3Cl21IO5PS ωB97M-V/def2-TZVPD
O 3.168 -2.432 -2.640
C 1.987 -2.607 -2.959
I 1.225 -4.635 -3.389
C 0.899 -1.419 -3.109
O -0.420 -1.967 -2.789
S -1.045 -0.901 -1.633
O -0.425 -1.368 -0.328
O -2.712 -1.143 -1.430
P -3.533 -1.522 -2.893
O -3.204 -3.193 -3.180
Cl -2.700 -0.522 -4.559
H 1.228 -0.591 -2.399
H 0.982 -1.050 -4.183
H -3.849 -3.413 -3.901
C -1.523 0.471 2.583
Cl -2.320 -1.098 2.350
Cl -1.932 1.549 1.230
Cl -2.077 1.196 4.107
Cl 0.238 0.241 2.642
C 3.873 -2.548 0.935
Cl 4.512 -2.781 2.577
Cl 5.126 -1.816 -0.089
Cl 3.392 -4.117 0.256
Cl 2.456 -1.480 0.993
C -0.027 4.868 -0.473
Cl -1.532 4.020 -0.890
Cl -0.407 6.309 0.493
Cl 1.021 3.785 0.465
Cl 0.809 5.358 -1.963
C 5.070 5.395 1.123
Cl 6.586 5.867 0.326
Cl 5.155 3.683 1.591
Cl 4.826 6.393 2.571
Cl 3.712 5.634 0.004
C -5.712 -2.833 3.713
Cl -5.136 -3.415 2.136
Cl -7.221 -3.669 4.138
Cl -4.482 -3.164 4.951
Cl -6.008 -1.084 3.626
```

Computed properties:
* spin multiplicity: 1
* LUMO: -0.13 eV
* E_tot: -308738.137 eV
* HOMO-LUMO gap: 9.722 eV

---

# 4
Entry from OMol25: C7H3Cl2NO4 as an isolated structure in a non-equilibrium geometry (ωB97M-V/def2-TZVPD).

```
17
C7H3Cl2NO4 ωB97M-V/def2-TZVPD
C 0.575 -2.177 -0.018
C 1.305 -1.662 -1.108
C 0.350 -1.415 1.095
C -0.771 2.292 0.383
C 1.838 1.907 0.409
C 1.742 -0.380 -1.078
C 1.364 0.471 0.290
N 0.752 -0.143 1.232
O -1.400 2.807 1.233
O 3.038 2.120 0.293
O -0.788 1.616 -0.587
O 0.939 2.771 0.648
Cl 2.638 0.383 -2.290
Cl -13.094 -1.314 -0.424
H 0.192 -3.187 -0.065
H 1.504 -2.291 -1.969
H -0.185 -1.796 1.957
```

Computed properties:
* spin multiplicity: 1
* net charge: -2
* relative energy (zero: lowest compared OMol25 entry of this formula, charge and spin): 0.0 kcal per mole
* LUMO: 4.14 eV
* E_tot: -42035.257 eV
* HOMO-LUMO gap: 6.457 eV

---

# 5
Entry from OMol25: C7H3NO5SbSe4Ta as an isolated structure (ωB97M-V/def2-TZVPD).

```
22
C7H3NO5SbSe4Ta ωB97M-V/def2-TZVPD
Ta 0.175 -0.165 0.649
O -4.684 3.373 -1.077
C -3.628 2.668 -0.657
C -2.360 3.234 -0.489
C -1.348 2.412 -0.063
N -1.547 1.121 0.177
C -2.759 0.581 0.053
C -3.837 1.315 -0.366
C -2.754 -0.874 0.464
O -3.734 -1.562 0.418
O -1.558 -1.231 0.887
C 0.077 2.814 0.236
O 0.478 3.932 0.097
O 0.765 1.777 0.686
H -4.441 4.290 -1.252
H -2.157 4.281 -0.672
H -4.812 0.859 -0.460
Se 0.833 -1.017 -1.442
Sb 3.335 -1.913 -0.308
Se 2.615 -0.371 1.767
Se 0.839 -1.690 2.543
Se 4.959 -0.552 -1.270
```

Computed properties:
* spin multiplicity: 1
* relative energy (zero: lowest compared OMol25 entry of this formula, charge and spin): 0.0 kcal per mole
* LUMO: -1.74 eV
* E_tot: -288515.586 eV
* HOMO-LUMO gap: 6.385 eV